[1]
Formula: C52H80ClFN3O29PS2
Source: the OMol25 dataset
Level of theory: ωB97M-V/def2-TZVPD

Computed properties:
frontier orbital gap	8.4	eV
SMILES	CCN[C@]1(OCC)[C@@](Cl)(c2ccccn2)[C@@H]([PH2]=S)[C@](CC(=O)N(C)C)(C[C@@H](C)F)OS1(=O)=O.C[C@@H]1COC(=O)O1.C[C@@H]1COC(=O)O1.C[C@@H]1COC(=O)O1.C[C@@H]1COC(=O)O1.C[C@@H]1COC(=O)O1.C[C@@H]1COC(=O)O1.C[C@@H]1COC(=O)O1.C[C@@H]1COC(=O)O1

Bonds (Å) are listed after each position.
Atoms and positions in Å:
1 C 2.79523 3.97138 1.21730  C2 1.528, H34 1.093, H35 1.082, H36 1.085
2 C 2.15017 2.58978 1.30959  C1 1.528, N3 1.458, H37 1.090, H38 1.086
3 N 1.47638 2.28540 0.05345  C2 1.458, C4 1.410, H39 1.007
4 C 0.89853 1.04536 -0.28872  N3 1.410, O5 1.400, C8 1.624, S31 1.856
5 O 1.66727 0.23828 -1.13545  C4 1.400, C6 1.437
6 C 3.09234 0.40004 -1.05337  O5 1.437, C7 1.507, H40 1.090, H41 1.087
7 C 3.75993 -0.65493 -1.89677  C6 1.507, H42 1.087, H43 1.084, H44 1.088
8 C -0.56523 1.29029 -0.94906  C4 1.624, Cl9 1.805, C10 1.549, C16 1.573
9 Cl -1.33079 2.59272 0.03895  C8 1.805
10 C -0.40753 1.87081 -2.37663  C8 1.549, C11 1.408, N15 1.331
11 C 0.43906 1.27689 -3.33281  C10 1.408, C12 1.393, H45 1.073
12 C 0.51453 1.82847 -4.60927  C11 1.393, C13 1.388, H46 1.080
13 C -0.25198 2.94720 -4.90390  C12 1.388, C14 1.397, H47 1.079
14 C -1.07638 3.45344 -3.89652  C13 1.397, N15 1.329, H48 1.081
15 N -1.14789 2.93528 -2.67526  C10 1.331, C14 1.329
16 C -1.60874 0.12387 -0.79012  C8 1.573, P17 1.862, C19 1.542, H49 1.083
17 P -2.73578 -0.02186 -2.26487  C16 1.862, S18 1.939, H50 1.394, H51 1.401
18 S -4.09541 1.35432 -2.39234  P17 1.939
19 C -1.06654 -1.26756 -0.40558  C16 1.542, C20 1.557, C26 1.545, O30 1.457
20 C -0.38000 -1.94687 -1.62714  C19 1.557, C21 1.517, H52 1.090, H53 1.081
21 C 0.61770 -3.01869 -1.22940  C20 1.517, O22 1.206, N23 1.388
22 O 0.30193 -3.86324 -0.42777  C21 1.206
23 N 1.87226 -3.00426 -1.82198  C21 1.388, C24 1.467, C25 1.474
24 C 2.57081 -4.27069 -1.57851  N23 1.467, H54 1.083, H55 1.088, H56 1.090
25 C 1.82593 -2.75695 -3.27465  N23 1.474, H57 1.082, H58 1.087, H59 1.092
26 C -2.17463 -2.24007 0.05688  C19 1.545, C27 1.513, H60 1.087, H61 1.083
27 C -3.24636 -1.77997 1.02026  C26 1.513, C28 1.516, F29 1.406, H62 1.091
28 C -2.79954 -1.05587 2.27508  C27 1.516, H63 1.088, H64 1.087, H65 1.082
29 F -4.20290 -0.99532 0.35241  C27 1.406
30 O -0.09164 -1.26982 0.67657  C19 1.457, S31 1.583
31 S 0.65355 0.01148 1.23321  C4 1.856, O30 1.583, O32 1.428, O33 1.432
32 O -0.18467 0.67705 2.17917  S31 1.428
33 O 1.93345 -0.47300 1.65627  S31 1.432
34 H 3.09872 4.19826 0.19212  C1 1.093
35 H 3.67714 4.03799 1.84122  C1 1.082
36 H 2.09386 4.74784 1.50456  C1 1.085
37 H 2.92435 1.86689 1.56743  C2 1.090
38 H 1.43000 2.63013 2.12159  C2 1.086
39 H 1.91378 2.72157 -0.74217  N3 1.007
40 H 3.37996 1.38123 -1.43081  C6 1.090
41 H 3.44603 0.34078 -0.02752  C6 1.087
42 H 3.31966 -0.67849 -2.89060  C7 1.087
43 H 3.71757 -1.63026 -1.42534  C7 1.084
44 H 4.80913 -0.38382 -1.99758  C7 1.088
45 H 1.03827 0.41806 -3.10087  C11 1.073
46 H 1.16827 1.38864 -5.34855  C12 1.080
47 H -0.21968 3.42163 -5.87248  C13 1.079
48 H -1.69734 4.31577 -4.09450  C14 1.081
49 H -2.31562 0.44263 -0.03419  C16 1.083
50 H -3.31306 -1.28590 -2.15551  P17 1.394
51 H -1.88909 -0.12366 -3.37652  P17 1.401
52 H -1.13812 -2.48965 -2.19156  C20 1.090
53 H 0.03519 -1.20698 -2.29654  C20 1.081
54 H 2.78949 -4.39368 -0.52467  C24 1.083
55 H 3.51692 -4.23480 -2.11461  C24 1.088
56 H 1.99883 -5.12445 -1.94077  C24 1.090
57 H 1.40561 -1.78468 -3.49779  C25 1.082
58 H 2.84559 -2.74369 -3.64969  C25 1.087
59 H 1.28095 -3.53954 -3.80594  C25 1.092
60 H -1.62714 -3.02312 0.57594  C26 1.087
61 H -2.64430 -2.71724 -0.79481  C26 1.083
62 H -3.77222 -2.68767 1.32029  C27 1.091
63 H -2.73868 0.01334 2.08487  C28 1.088
64 H -3.56115 -1.18449 3.03929  C28 1.087
65 H -1.82030 -1.37900 2.60329  C28 1.082
66 C 5.79872 -3.95522 -0.50223  C67 1.505, H73 1.090, H74 1.090, H75 1.090
67 C 6.15854 -4.37213 -1.90330  C66 1.505, C68 1.514, O72 1.445, H76 1.094
68 C 7.62104 -4.68520 -2.13737  C67 1.514, O69 1.444, H77 1.080, H78 1.092
69 O 7.77870 -4.32511 -3.52692  C68 1.444, C70 1.346
70 C 6.86130 -3.38630 -3.82618  O69 1.346, O71 1.189, O72 1.355
71 O 6.83969 -2.73810 -4.82316  C70 1.189
72 O 5.95230 -3.28036 -2.82670  C67 1.445, C70 1.355
73 H 4.73119 -3.75245 -0.41743  C66 1.090
74 H 6.06418 -4.74108 0.20424  C66 1.090
75 H 6.32823 -3.03864 -0.24151  C66 1.090
76 H 5.53020 -5.20713 -2.22707  C67 1.094
77 H 7.86053 -5.72515 -1.97224  C68 1.080
78 H 8.28625 -4.05691 -1.54081  C68 1.092
79 C 2.77522 9.20993 1.13713  C80 1.505, H86 1.089, H87 1.090, H88 1.091
80 C 2.69723 8.55171 2.48831  C79 1.505, C81 1.515, O85 1.446, H89 1.089
81 C 3.78549 8.94109 3.46766  C80 1.515, O82 1.434, H90 1.086, H91 1.093
82 O 3.90941 7.75907 4.27073  C81 1.434, C83 1.353
83 C 3.51574 6.70448 3.51998  O82 1.353, O84 1.190, O85 1.347
84 O 3.66560 5.56509 3.82756  C83 1.190
85 O 2.92695 7.12754 2.38458  C80 1.446, C83 1.347
86 H 1.95570 8.87585 0.50203  C79 1.089
87 H 2.71227 10.29282 1.24287  C79 1.090
88 H 3.71057 8.95196 0.63756  C79 1.091
89 H 1.71068 8.69659 2.92706  C80 1.089
90 H 3.52560 9.79115 4.09221  C81 1.086
91 H 4.74270 9.12753 2.97312  C81 1.093
92 C -4.40596 5.65806 2.47177  C93 1.505, H99 1.089, H100 1.090, H101 1.091
93 C -3.22707 6.44370 1.96334  C92 1.505, C94 1.514, O98 1.447, H102 1.093
94 C -1.87947 5.77800 2.14672  C93 1.514, O95 1.439, H103 1.085, H104 1.092
95 O -0.99917 6.90927 2.26902  C94 1.439, C96 1.351
96 C -1.72312 7.94233 2.75258  O95 1.351, O97 1.192, O98 1.345
97 O -1.25281 8.96497 3.14605  C96 1.192
98 O -3.03743 7.65971 2.72435  C93 1.447, C96 1.345
99 H -5.33448 6.19957 2.29750  C92 1.089
100 H -4.46355 4.69720 1.96046  C92 1.090
101 H -4.31532 5.48947 3.54538  C92 1.091
102 H -3.37825 6.72932 0.91966  C93 1.093
103 H -1.58774 5.16021 1.30422  C94 1.085
104 H -1.82475 5.19235 3.06696  C94 1.092
105 C 5.10621 -8.71182 2.71869  C106 1.506, H112 1.090, H113 1.090, H114 1.090
106 C 6.28303 -8.81804 1.78558  C105 1.506, C107 1.515, O111 1.446, H115 1.093
107 C 7.64060 -8.81271 2.45851  C106 1.515, O108 1.446, H116 1.087, H117 1.090
108 O 8.47614 -8.20808 1.44533  C107 1.446, C109 1.342
109 C 7.69204 -7.43079 0.68326  O108 1.342, O110 1.196, O111 1.345
110 O 8.08165 -6.64500 -0.12986  C109 1.196
111 O 6.39040 -7.64951 0.94138  C106 1.446, C109 1.345
112 H 4.16999 -8.72692 2.16139  C105 1.090
113 H 5.10724 -9.54654 3.41939  C105 1.090
114 H 5.15404 -7.77741 3.27715  C105 1.090
115 H 6.17951 -9.68280 1.12448  C106 1.093
116 H 8.00199 -9.80854 2.70090  C107 1.087
117 H 7.66369 -8.18067 3.34629  C107 1.090
118 C 9.02677 -2.67823 2.58800  C119 1.505, H125 1.087, H126 1.090, H127 1.091
119 C 8.39910 -3.34681 3.78098  C118 1.505, C120 1.515, O124 1.448, H128 1.093
120 C 9.37545 -3.83563 4.83118  C119 1.515, O121 1.435, H129 1.086, H130 1.092
121 O 8.68070 -4.95853 5.39221  C120 1.435, C122 1.346
122 C 7.84640 -5.43887 4.45092  O121 1.346, O123 1.193, O124 1.346
123 O 7.28031 -6.48576 4.53401  C122 1.193
124 O 7.75297 -4.58928 3.41143  C119 1.448, C122 1.346
125 H 8.26420 -2.34907 1.88605  C118 1.087
126 H 9.60285 -1.80927 2.90581  C118 1.090
127 H 9.68399 -3.37330 2.06388  C118 1.091
128 H 7.63749 -2.70482 4.22983  C119 1.093
129 H 9.58982 -3.10418 5.60495  C120 1.086
130 H 10.31052 -4.18993 4.39184  C120 1.092
131 C -0.97626 -4.80479 5.55921  C132 1.506, H138 1.089, H139 1.090, H140 1.090
132 C -1.52595 -5.41489 4.29658  C131 1.506, C133 1.514, O137 1.442, H141 1.093
133 C -1.61526 -4.47712 3.11176  C132 1.514, O134 1.434, H142 1.088, H143 1.092
134 O -2.72846 -5.00916 2.38143  C133 1.434, C135 1.357
135 C -3.53610 -5.64869 3.26410  O134 1.357, O136 1.186, O137 1.354
136 O -4.63277 -6.02990 3.02192  C135 1.186
137 O -2.91061 -5.78438 4.45678  C132 1.442, C135 1.354
138 H -0.94026 -5.54222 6.35991  C131 1.089
139 H 0.03187 -4.42738 5.38764  C131 1.090
140 H -1.61270 -3.98457 5.89222  C131 1.090
141 H -0.97050 -6.31872 4.03226  C132 1.093
142 H -0.72208 -4.47362 2.49023  C133 1.088
143 H -1.85115 -3.45436 3.41232  C133 1.092
144 C -10.05288 2.24675 -2.38464  C145 1.505, H151 1.088, H152 1.088, H153 1.091
145 C -9.04577 2.82950 -3.33929  C144 1.505, C146 1.516, O150 1.441, H154 1.096
146 C -8.20232 1.81971 -4.09189  C145 1.516, O147 1.432, H155 1.087, H156 1.092
147 O -6.98747 2.54315 -4.31896  C146 1.432, C148 1.353
148 C -6.86691 3.46906 -3.33994  O147 1.353, O149 1.186, O150 1.355
149 O -5.88700 4.10098 -3.12040  C148 1.186
150 O -8.02529 3.57246 -2.64435  C145 1.441, C148 1.355
151 H -10.61821 3.03431 -1.89110  C144 1.088
152 H -10.75270 1.60015 -2.90932  C144 1.088
153 H -9.55083 1.67113 -1.60598  C144 1.091
154 H -9.53281 3.51794 -4.03871  C145 1.096
155 H -8.63387 1.50967 -5.04000  C146 1.087
156 H -7.97695 0.93935 -3.48574  C146 1.092
157 C -13.87212 5.12418 -6.02768  C158 1.506, H164 1.089, H165 1.090, H166 1.090
158 C -14.01139 4.63331 -4.61055  C157 1.506, C159 1.516, O163 1.442, H167 1.093
159 C -12.93846 5.10741 -3.65021  C158 1.516, O160 1.434, H168 1.086, H169 1.093
160 O -12.87543 4.02858 -2.70828  C159 1.434, C161 1.354
161 C -13.28152 2.90078 -3.33866  O160 1.354, O162 1.187, O163 1.353
162 O -13.16644 1.80180 -2.90577  C161 1.187
163 O -13.83384 3.20466 -4.53574  C158 1.442, C161 1.353
164 H -14.68166 4.74368 -6.64859  C157 1.089
165 H -13.89677 6.21354 -6.05422  C157 1.090
166 H -12.93277 4.77721 -6.45911  C157 1.090
167 H -15.00610 4.86184 -4.21913  C158 1.093
168 H -13.18370 6.03471 -3.14026  C159 1.086
169 H -11.96429 5.20470 -4.13625  C159 1.093



[2]
Formula: C5H11N
Source: the OMol25 dataset
Level of theory: ωB97M-V/def2-TZVPD

Computed properties:
relative energy (zero: lowest compared OMol25 entry of this formula, charge and spin)	1.801	eV
frontier orbital gap	10.4	eV
SMILES	C=CC[C@@H](C)N

Bonds (Å) are listed after each position.
Atoms and positions in Å:
1 C 1.76425 -1.31682 -0.66593  C2 1.356, H7 1.154, H8 1.137
2 C 1.46019 -1.07396 0.63297  C1 1.356, C3 1.577, H9 1.019
3 C 0.28939 -0.13298 1.11176  C2 1.577, C4 1.526, H10 1.138, H11 1.034
4 C -0.40437 0.61155 -0.02559  C3 1.526, C5 1.561, N6 1.516, H12 1.136
5 C -1.56209 -0.17618 -0.71644  C4 1.561, H13 1.148, H14 1.093, H15 1.082
6 N -0.95879 1.94282 0.44273  C4 1.516, H16 1.013, H17 1.003
7 H 2.66117 -2.03252 -0.78960  C1 1.154
8 H 1.12073 -0.87442 -1.49289  C1 1.137
9 H 2.25961 -1.25054 1.23889  C2 1.019
10 H -0.47603 -0.77570 1.65510  C3 1.138
11 H 0.74191 0.49530 1.79699  C3 1.034
12 H 0.41812 0.95061 -0.73237  C4 1.136
13 H -1.94772 0.19525 -1.73173  C5 1.148
14 H -1.28828 -1.21614 -0.90957  C5 1.093
15 H -2.50877 -0.18789 -0.19212  C5 1.082
16 H -0.12622 2.46155 0.69627  N6 1.013
17 H -1.44309 2.38008 -0.31846  N6 1.003



- Which formula does entry 1 have?
  C52H80ClFN3O29PS2